[1]
Here is a molecular structure, C28H54ClN2O8 in a non-equilibrium geometry from the Open Molecules 2025 dataset. Energies are from ωB97M-V/def2-TZVPD.

The geometry in XYZ format:
```
93
Properties=species:S:1:pos:R:3:forces:R:3
C -0.6027 7.1632 -0.2226 0.35 0.03 8.34
N 0.1230 6.0388 0.4909 -0.95 3.59 -1.49
C -0.1127 5.9487 1.8327 1.18 -5.60 0.97
C 0.0232 4.6989 2.5063 -0.22 1.21 -5.06
C 0.2734 3.4121 1.5953 0.10 -1.76 1.64
C 0.4899 3.7052 0.1650 -0.66 2.11 -0.29
C 0.4414 5.0027 -0.2993 -0.24 -4.57 1.91
C 0.3074 2.0336 2.1486 -0.38 4.97 0.30
C 0.4410 1.9675 3.6262 -0.17 1.79 -2.81
C 0.5362 0.7529 4.1042 0.37 1.06 2.99
N 0.4481 -0.3640 3.3366 -0.48 -5.15 -0.18
C 0.1923 -0.4076 1.9435 2.36 2.08 2.20
C 0.1286 0.8460 1.3930 1.31 2.22 2.08
C 0.4675 -1.7335 3.9966 3.50 2.29 1.66
H -0.5449 7.1460 -1.1950 1.05 0.09 -5.12
H -0.1817 7.9990 0.3809 -0.20 0.45 -1.52
H -1.6626 7.2202 0.0591 -0.17 -0.60 -0.11
H -0.2650 6.8671 2.2726 -0.74 1.69 1.34
H -0.4865 4.6712 3.4217 0.04 -0.33 1.52
H 0.5727 3.0260 -0.6854 0.23 -0.56 0.82
H 0.4535 5.1849 -1.3080 0.32 0.50 -2.28
H 0.5842 2.8885 4.2559 -0.24 -1.28 -0.83
H 0.7286 0.9434 5.2097 -0.17 -2.44 -1.07
H 0.2751 -1.4094 1.2515 -2.18 2.68 3.21
H 0.0495 1.0085 0.3596 -1.84 0.50 -0.09
H 0.5324 -2.6361 3.3774 -1.23 1.49 0.28
H -0.3991 -1.9365 4.5283 -1.61 0.25 1.81
H 1.5327 -1.7392 4.7117 -3.37 -0.12 -1.72
Cl -0.0383 -1.3949 -1.5712 -6.37 -0.98 -7.92
C -6.9556 0.3055 2.9222 -0.80 0.92 -0.13
O -5.6532 0.3667 2.3131 -1.79 3.57 -0.35
C -5.4539 -0.5755 1.3088 -1.07 -3.57 8.60
C -4.2263 -0.4578 0.7309 4.74 -4.82 2.32
O -3.1199 -0.6543 1.6051 -2.21 -0.26 1.22
C -1.8755 -0.5398 1.0286 -4.76 1.94 -2.75
H -7.7690 -0.0610 2.2363 0.97 -0.22 0.47
H -7.5065 1.2607 3.3772 2.18 -1.32 -1.11
H -6.7033 -0.3456 3.7320 -1.06 -0.79 0.87
H -6.2160 -0.9152 0.8042 -4.50 0.04 -4.08
H -5.5938 -1.5203 1.9918 1.36 0.11 -0.82
H -4.3311 0.3396 0.2418 0.84 7.68 -3.60
H -4.1072 -1.1232 -0.0360 0.07 -2.42 -2.19
H -1.8563 0.4451 0.5550 0.31 0.34 0.36
H -1.6988 -1.1239 0.1765 -0.01 -1.92 -1.08
H -1.0668 -0.6101 1.6646 -3.17 -0.98 1.11
C -1.2668 -2.9868 -2.6737 -0.04 -2.58 -2.21
O -1.9840 -1.8130 -2.5821 -3.05 -0.12 -1.16
C -2.6634 -1.3814 -3.7230 8.70 -10.06 -5.40
C -3.3582 -0.3696 -3.3865 -9.84 10.54 3.24
O -2.7406 0.7089 -2.6047 1.15 -0.07 0.36
C -3.6536 1.7777 -2.2318 1.96 -5.16 -2.20
H -0.4858 -3.0165 -3.5085 -1.26 0.05 0.38
H -2.0277 -3.7602 -2.7685 0.05 -0.84 -0.24
H -0.5727 -2.9521 -1.8258 -1.48 -2.38 -0.26
H -3.1735 -2.3136 -4.3413 0.31 2.31 1.66
H -1.9322 -1.0589 -4.5121 0.45 -0.39 0.40
H -4.1465 -0.9058 -2.7316 -0.05 1.78 -0.54
H -3.7639 0.2491 -4.2944 -0.09 -1.70 1.33
H -4.5121 1.2788 -2.3146 -4.31 -0.99 -0.56
H -3.5950 2.6278 -2.7248 0.45 3.57 -3.88
H -3.6594 2.1717 -1.3348 1.22 0.68 5.57
C 1.4776 -0.5294 -0.1039 1.93 3.01 3.10
O 1.6811 -1.2200 1.0660 6.92 -0.39 2.64
C 2.0149 -2.5712 0.9844 -6.81 1.93 -6.27
C 2.2248 -3.2331 2.1248 0.14 2.73 7.19
O 3.4104 -2.7382 2.6607 2.42 -0.75 0.89
C 3.6932 -3.3604 3.8883 0.45 -0.41 0.08
H 2.3183 -0.4799 -0.5591 6.16 0.20 -3.44
H 1.1235 0.4899 -0.0309 1.87 -1.15 -0.01
H 0.8075 -0.9966 -0.8387 6.07 2.46 5.44
H 2.7729 -2.7192 0.3076 1.39 -0.51 -2.45
H 0.8628 -2.9306 0.6875 2.80 -0.78 -0.55
H 2.1672 -4.2458 2.1288 -0.15 -3.19 -0.34
H 1.5431 -2.7259 2.8751 1.56 -2.37 -2.11
H 2.7886 -3.1942 4.6300 2.26 -0.40 -0.96
H 4.7199 -2.9924 4.1080 -1.04 0.33 0.93
H 3.9346 -4.4617 3.7599 -0.93 0.69 0.08
C 2.0030 -0.6220 -4.1718 -1.67 -0.24 1.60
O 2.9570 -1.2091 -3.3232 1.49 -0.36 0.12
C 4.3210 -0.8572 -3.5964 -7.56 7.05 1.52
C 5.2425 -1.5642 -2.9925 7.24 -8.47 2.92
O 6.6010 -1.4301 -3.5483 -5.34 4.09 -0.52
C 7.4153 -2.3961 -3.1834 3.44 0.57 0.42
H 1.8884 -1.0875 -5.1221 0.64 -0.43 -1.20
H 2.0813 0.4614 -4.2624 0.25 0.13 0.03
H 1.0367 -0.8733 -3.6626 0.72 0.61 -0.32
H 4.4533 0.2519 -3.5081 -0.27 0.09 1.66
H 4.4748 -0.7173 -4.5245 1.06 -0.96 -7.55
H 5.0780 -2.6499 -3.1907 -0.65 0.09 -0.46
H 5.3292 -1.7352 -1.9332 -0.12 1.47 1.04
H 7.2523 -3.2829 -3.7723 -0.01 -1.03 0.16
H 7.3765 -2.5190 -2.0603 0.64 -0.41 -0.99
H 8.3106 -1.8107 -3.6165 0.27 -2.16 1.40
```
Forces are in eV/Å.

Output
**Total charge**: -1
**HOMO-LUMO gap**: 4.1 eV
**Molar mass**: 582.2 g mol⁻¹
**Total energy**: -2269.54167 Eh

[2]
Here is 3 unconnected molecules or ions with the total composition C28H54N4O7 in a non-equilibrium geometry from the Open Molecules 2025 dataset. Energies are from ωB97M-V/def2-TZVPD.

The geometry in XYZ format:
```
93
Properties=species:S:1:pos:R:3:forces:R:3
C -3.1518 0.2265 -0.3069 2.10 -2.27 -0.20
C -2.0699 -0.7982 -0.2399 -1.45 0.75 -1.14
C -1.9914 -2.1542 -1.1595 1.47 -2.39 1.79
C -0.9972 -3.2194 -0.8323 -1.44 1.32 -1.05
C 0.0665 -3.1431 0.4128 -0.82 -0.82 -0.04
C 1.2721 -2.0467 0.2330 0.47 -0.28 0.35
C 1.7216 -1.7530 -1.3159 1.01 1.03 0.04
C 1.2914 -0.2320 -1.8453 0.53 -0.17 0.14
C 1.1370 -0.1611 -3.4781 0.41 1.33 -0.12
C 2.5984 0.2272 -4.1698 -0.46 -0.79 -0.82
C 2.4756 0.1234 -5.8328 -0.40 -0.11 1.20
O 1.6654 1.2658 -6.3407 1.59 -1.27 -1.74
C 1.8462 1.3883 -7.8250 0.01 -0.41 -0.34
C -0.9063 -4.5785 -1.8029 0.56 -3.30 1.10
O -0.6524 -5.8103 -1.3396 -1.24 7.50 -2.70
C -1.1214 -4.2731 -3.4328 -2.26 2.22 1.25
N -0.2988 -5.0442 -4.4439 -0.36 -0.12 2.01
C -2.1253 -3.2087 -3.7544 3.36 -2.76 -0.12
N -2.3165 -2.8684 -5.2241 0.33 -0.98 1.53
C -2.9341 -2.4385 -2.5095 -4.29 1.83 -0.10
O -4.2160 -2.0467 -2.5952 8.29 -2.47 0.44
H -4.2195 -0.0871 0.0572 1.82 0.63 -2.20
H -2.8548 1.2937 -0.7186 -0.65 -1.85 2.28
H -1.1773 -0.5740 0.5144 -1.29 -0.29 -2.77
H -0.5710 -2.9646 1.3945 1.45 -0.20 -1.98
H 0.5473 -4.2168 0.5292 -1.11 2.18 -0.41
H 1.0017 -1.0503 0.8096 0.55 -1.92 -1.43
H 2.2232 -2.4907 0.7949 -2.14 0.91 -1.10
H 1.4071 -2.5709 -2.0915 0.27 1.41 1.63
H 2.9150 -1.7455 -1.3184 -2.53 -0.15 -0.06
H 2.1844 0.4785 -1.5005 -2.15 -1.51 -0.94
H 0.3328 0.1749 -1.2952 1.70 -1.11 -1.21
H 0.7139 -1.1355 -3.9775 0.87 1.66 1.16
H 0.3916 0.7140 -3.7649 1.48 -1.82 0.60
H 2.9633 1.2993 -3.8444 -0.77 -2.21 -0.63
H 3.3893 -0.5970 -3.8435 -1.53 1.80 -0.63
H 1.8610 -0.8518 -6.0451 1.31 1.59 0.17
H 3.5357 0.0604 -6.3369 -2.03 0.28 0.91
H 2.8063 2.0102 -8.0758 -1.76 -1.05 0.57
H 1.9999 0.3119 -8.3135 -0.50 2.24 1.04
H 0.8971 1.9109 -8.3164 2.06 -1.16 1.34
H -0.5419 -6.0790 -4.4160 0.08 1.76 0.17
H 0.7165 -5.0363 -4.1259 -1.75 0.19 -0.37
H -1.5949 -2.1814 -5.5512 -0.93 -0.91 0.66
H -2.2175 -3.7550 -5.8010 0.08 1.57 1.22
C -6.7311 -1.9711 5.9309 -0.26 -0.02 -0.30
O -7.3119 -0.9565 5.1220 0.18 0.06 0.58
C -7.2251 0.3552 5.6912 0.04 0.36 -0.60
C -6.1881 1.2134 4.9441 -0.05 -0.50 0.55
N -4.8230 0.7560 5.2050 -0.06 -0.08 -0.23
C -3.8169 1.2923 4.2821 -0.05 -0.30 -0.04
C -4.0049 1.0338 2.7717 0.44 -0.04 0.21
O -3.8155 -0.3265 2.3781 -0.46 0.42 0.39
C -4.9297 -1.1743 2.6243 0.34 -0.15 -0.17
H -7.0510 -2.9407 5.5387 -0.02 0.19 -0.01
H -5.6416 -1.9354 5.8842 0.13 -0.04 0.20
H -7.0620 -1.8917 6.9715 0.08 0.02 -0.04
H -7.0251 0.3270 6.7687 0.14 -0.13 -0.13
H -8.2103 0.8156 5.5538 0.11 -0.03 0.02
H -6.2855 2.2581 5.2634 0.02 -0.08 -0.01
H -6.4351 1.1605 3.8842 -0.21 0.07 -0.18
H -4.7920 -0.2580 5.1471 -0.07 0.27 0.04
H -2.8561 0.8521 4.5790 -0.11 0.11 -0.13
H -3.7313 2.3721 4.4496 -0.08 -0.03 -0.09
H -3.2243 1.5990 2.2516 0.01 -0.10 0.01
H -4.9546 1.4227 2.3872 -0.10 -0.15 0.11
H -5.8856 -0.6638 2.4761 0.05 0.03 0.14
H -4.8606 -1.5917 3.6276 -0.29 -0.05 0.11
H -4.8791 -2.0141 1.9260 0.09 0.13 -0.05
C 4.4847 4.0656 3.5368 -0.10 0.31 -0.23
O 5.0896 4.6192 2.3755 0.27 -0.29 0.45
C 6.4592 4.2380 2.2009 0.02 0.01 -0.70
C 6.6089 3.2301 1.0469 -0.15 0.03 0.72
N 6.0470 1.9251 1.3962 -0.17 0.11 -0.17
C 5.8452 1.0264 0.2546 -0.28 0.10 0.13
C 4.9459 1.5119 -0.9025 0.05 -0.46 0.08
O 3.5584 1.6011 -0.5736 0.67 0.43 0.03
C 3.1958 2.7699 0.1496 -0.33 -0.24 -0.11
H 3.5414 4.5913 3.7101 0.16 -0.01 -0.10
H 4.2561 3.0082 3.3949 0.03 -0.16 0.18
H 5.1204 4.1940 4.4190 -0.02 -0.07 -0.05
H 6.9055 3.8596 3.1280 -0.21 -0.09 -0.06
H 7.0000 5.1513 1.9274 -0.04 -0.10 0.02
H 7.6720 3.1120 0.8052 -0.08 0.00 0.04
H 6.1122 3.6634 0.1793 0.02 0.23 -0.18
H 5.1489 2.0576 1.8528 0.26 0.02 -0.09
H 5.4031 0.1060 0.6574 0.06 0.10 -0.16
H 6.8263 0.7514 -0.1496 -0.06 0.10 -0.06
H 5.0098 0.7580 -1.6943 -0.08 0.00 0.07
H 5.3002 2.4446 -1.3560 -0.08 0.09 0.18
H 3.7675 3.6491 -0.1607 0.06 -0.10 0.10
H 3.3034 2.5904 1.2182 0.09 0.25 0.13
H 2.1365 2.9690 -0.0345 0.09 -0.10 -0.11
```
Forces are in eV/Å.

Output
**HOMO-LUMO gap**: 6.3 eV
**Molar mass**: 558.8 g mol⁻¹
**Total energy**: -1844.36432 Eh

The lowest HOMO-LUMO gap belongs to which entry? C28H54ClN2O8

The highest molar mass belongs to which entry? C28H54ClN2O8